DFT (the ωB97M-V functional and the def2-TZVPD basis) results for a 28-piece molecular cluster, C28H112N56O28 overall.

Last column: Mulliken charge in e.
Positions of all 224 atoms, in Å:
O (-4.1278, 3.7197, -3.2657)  -0.83
O (-0.8294, -2.9796, 4.8939)  -0.66
O (-5.3805, 0.1672, 1.0723)  -0.56
O (2.8338, 2.8945, -0.9118)  0.65
O (3.9133, 2.3127, 3.3291)  -0.88
O (1.6172, -1.6400, 1.6888)  -0.56
O (4.1968, -6.4083, -2.1930)  -0.72
O (-7.9923, 3.1318, 0.3128)  -0.73
O (1.6302, -6.1392, 0.8107)  -0.73
O (5.7082, -1.5807, 4.8385)  -0.89
O (-0.5674, -1.7666, -5.3374)  -0.63
O (-3.2694, -4.6993, 1.2019)  -0.74
O (4.0816, 7.1130, 1.0176)  -0.63
O (1.2090, -5.1063, -6.4384)  -0.77
O (4.0351, 1.2992, -4.5955)  -0.75
O (-1.3677, 1.0206, -1.0187)  -0.58
O (-1.1485, 4.4645, -7.1871)  -0.74
O (-6.8009, -5.7978, -2.9851)  -0.66
O (0.4973, 5.4932, -2.4944)  -0.87
O (2.6984, -2.2784, -1.9761)  0.40
O (-3.7255, -1.1978, -2.8365)  0.27
O (0.7359, 6.0953, 1.9891)  -0.82
O (1.5438, 3.6198, 4.4944)  -0.71
O (6.4601, -3.3200, 0.4535)  -0.81
O (7.4157, 4.0217, -1.1311)  -0.77
O (-3.8535, 4.7022, 1.9914)  -0.91
O (-1.4574, 0.0606, 4.3994)  -0.75
O (-0.8238, -3.3571, -2.1624)  0.37
N (-3.0074, -3.9599, -2.3082)  0.31
N (4.3874, 3.0355, -5.8285)  -0.37
N (-5.5235, -1.9677, 0.4048)  -0.07
N (-0.4616, -2.8161, 6.9705)  -0.33
N (2.3494, -5.2804, -1.6971)  0.26
N (-7.2659, 4.7743, 1.6758)  -0.34
N (1.1484, -3.4921, 0.7124)  1.80
N (-5.5626, -5.1611, -1.2969)  -0.18
N (-0.8925, -4.6834, -5.7371)  -0.35
N (-2.3147, -5.4333, 2.9867)  -0.31
N (-1.9681, 5.8614, 1.5518)  -0.04
N (-0.9858, -1.0695, -0.2925)  2.18
N (0.6475, -5.1579, -4.3024)  -0.22
N (4.8818, -1.9386, -0.2804)  0.49
N (-2.6696, -1.0609, -5.7956)  -0.24
N (0.9713, -2.0399, 5.6847)  -0.24
N (0.2618, 0.5425, 0.3915)  1.50
N (-2.8865, 0.2133, 2.6917)  0.88
N (-1.5158, -0.2126, -4.2248)  0.14
N (-1.9043, 3.8874, 2.5927)  0.38
N (-1.9498, -3.3707, 2.3241)  0.47
N (4.8924, -3.3375, 3.7666)  -0.01
N (3.3301, 3.3106, -3.9119)  0.13
N (0.6968, -7.6211, 2.1132)  -0.37
N (-5.3971, 0.0529, -2.0475)  -0.18
N (-2.4251, 3.5222, -5.6575)  -0.11
N (5.5994, 1.3859, 4.2848)  -0.38
N (-5.9828, 3.0417, 1.1811)  0.23
N (4.2669, 1.9888, 0.5481)  0.13
N (1.6416, -3.6524, 2.6595)  -0.23
N (2.3669, -6.5748, 2.8550)  -0.31
N (-0.4408, 4.0947, -1.0325)  0.93
N (3.3010, -1.3627, -3.9646)  0.06
N (-0.4609, 2.9132, 5.1881)  -0.38
N (-7.3663, -6.3006, -1.0367)  -0.34
N (0.0604, 3.4080, -3.0040)  0.14
N (-4.0589, 4.8642, -1.3704)  -0.19
N (2.6885, 6.2280, -0.4528)  0.27
N (1.7466, 8.0312, 2.7300)  -0.33
N (-3.6344, 0.1856, 4.7281)  -0.30
N (3.7761, 8.0848, -0.9266)  -0.38
N (4.3708, -3.9007, 0.0077)  0.30
N (-5.8568, -1.6260, -3.3848)  -0.40
N (-1.0723, 5.1441, -5.0819)  -0.23
N (1.8668, 6.3026, 3.9930)  -0.41
N (-1.5999, -4.9557, -0.9984)  -0.21
N (1.7963, -0.4012, -2.7016)  1.14
N (6.7328, -3.5558, 4.8956)  -0.46
N (-4.0218, 2.6732, -1.3799)  0.54
N (4.1436, 0.1096, 3.5518)  0.15
N (2.5006, 3.1387, 1.2874)  0.98
N (5.3123, 4.5455, -0.9998)  -0.08
N (-6.4013, -1.3464, 2.2903)  -0.44
N (0.8418, 1.7469, 3.9120)  0.51
N (3.5135, -4.6524, -3.3999)  -0.16
N (5.8549, 2.8014, -2.1937)  -0.14
C (-0.2490, -2.4833, 5.8359)  0.68
C (2.5524, -1.4540, -2.8654)  -0.41
C (-4.0879, 3.7843, -2.0632)  0.45
C (3.1797, 2.7071, 0.2479)  -0.92
C (-7.1338, 3.6168, 1.0378)  0.61
C (0.0635, 4.4235, -2.2077)  0.44
C (-5.7037, -0.9943, 1.2694)  0.39
C (-1.7648, -4.0873, -1.8745)  -0.32
C (0.6704, 2.8248, 4.5668)  0.59
C (-2.6734, 4.8408, 2.1001)  0.38
C (5.7544, -2.7617, 4.5080)  0.64
C (4.4821, 1.3472, 3.6871)  0.82
C (5.3384, -3.0094, 0.1219)  0.39
C (-1.5360, -1.0490, -5.1999)  0.49
C (3.5509, 7.1271, -0.0627)  0.50
C (-2.5586, 0.1993, 3.9499)  0.51
C (-0.7892, 0.2199, -0.3287)  0.25
C (-4.9161, -0.9030, -2.7902)  0.00
C (0.3494, -5.0084, -5.5596)  0.56
C (3.3919, -5.5511, -2.4302)  0.27
C (1.3301, 6.7581, 2.8807)  0.56
C (-6.6724, -5.6666, -1.8307)  0.50
C (1.4445, -2.8081, 1.6942)  1.00
C (6.2652, 3.7720, -1.4322)  0.67
C (-1.5175, 4.4080, -6.0480)  0.56
C (-2.4714, -4.5454, 2.1058)  0.39
C (3.8689, 2.4908, -4.8006)  0.63
C (1.5469, -6.7484, 1.8453)  0.33
H (0.0334, 2.5251, -2.5142)  -0.40
H (-2.3879, -5.0166, -0.3696)  0.27
H (-4.8469, -4.8628, -1.9441)  0.13
H (-5.3620, -1.7101, -0.5583)  -0.07
H (4.8736, 2.7412, -2.4254)  -0.07
H (3.2445, 8.1778, -1.7803)  0.17
H (-2.8853, -6.2156, 2.6994)  0.30
H (-0.2909, -1.7488, -0.0174)  -1.60
H (-3.2562, -0.3156, -5.4484)  0.12
H (1.0788, -4.4680, 2.4642)  -0.20
H (-2.9282, 2.9633, -6.3318)  0.15
H (1.7168, 5.3046, 3.9520)  0.25
H (2.6899, 5.5769, 0.3192)  -0.45
H (1.6395, -1.9157, 6.4319)  0.20
H (-6.1877, -2.1857, 2.8099)  0.21
H (-1.7869, -1.3352, -0.8473)  -0.46
H (-6.4024, 0.1138, -2.1236)  0.10
H (-3.0643, -1.7765, -6.3891)  0.23
H (-0.1120, -4.8649, -3.7046)  0.04
H (-3.8915, 0.2180, 2.5919)  -0.42
H (-0.0458, -7.9181, 1.4964)  0.26
H (-5.2423, 3.6257, 1.5427)  0.24
H (-6.4212, 5.1736, 2.0594)  0.19
H (4.1783, 8.9734, -0.6645)  0.26
H (-0.3938, 5.7594, -5.5075)  0.18
H (-6.9901, -6.3950, -0.1041)  0.13
H (2.3942, 8.2716, 3.4669)  0.13
H (-0.9750, 5.9657, 1.7032)  0.14
H (-0.4892, 4.7107, -0.2336)  -0.27
H (4.6779, 2.1907, 1.4484)  -0.02
H (-2.1453, -5.1646, 3.9454)  0.25
H (0.3007, -2.7110, 7.6246)  0.16
H (-2.4944, 3.3147, -4.6714)  0.09
H (1.5814, 1.7993, 3.2262)  -0.38
H (-3.4215, -4.8586, -2.5105)  0.45
H (3.0466, 3.1278, 2.1370)  0.47
H (3.2004, -6.0118, 2.7635)  0.15
H (-1.0585, 3.2959, -1.0534)  -0.56
H (-5.8147, 2.0622, 1.0008)  0.06
H (-5.6849, -2.8997, 0.7591)  0.02
H (-3.2321, -3.0913, -2.7721)  -0.33
H (5.9170, 2.2468, 4.7068)  0.28
H (-2.2187, 0.1418, 1.9374)  -0.46
H (-1.2036, 2.2356, 5.2845)  0.23
H (5.6375, 5.0140, -0.1662)  0.25
H (-1.6145, -2.8777, 3.1394)  0.25
H (2.6865, 3.0321, -3.1850)  -0.40
H (0.6941, 1.4435, 0.2455)  -0.61
H (3.4807, -0.4279, -4.3020)  0.10
H (0.3482, 3.5869, -3.9555)  0.37
H (2.4619, -5.6533, -0.7652)  0.08
H (-0.6433, -0.1052, -3.7275)  0.03
H (6.1102, 0.5150, 4.3108)  0.07
H (1.8517, -4.4089, -1.8104)  -0.35
H (-8.0910, -6.9598, -1.2822)  0.26
H (-5.4813, -2.3899, -3.9284)  0.22
H (-2.2063, -2.8385, 1.5049)  -0.53
H (4.8879, 2.4859, -6.5122)  0.29
H (-6.7621, -1.2522, -3.6312)  0.18
H (3.5900, 4.2630, -4.1254)  0.13
H (0.7485, -0.1674, 0.9200)  -0.29
H (-0.7424, 3.8828, 5.1596)  0.27
H (3.5229, -3.5983, -0.4503)  -0.37
H (-4.5104, -0.0081, 4.2641)  0.04
H (1.6001, 3.5421, 1.0716)  -0.65
H (-5.3139, -4.9826, -0.3344)  0.18
H (-4.3289, 2.7719, -0.4228)  -0.36
H (-2.3462, 3.0267, 2.8824)  -0.17
H (-6.7450, -0.5633, 2.8277)  0.32
H (0.1263, 1.0354, 3.9560)  -0.04
H (4.3536, 4.2937, -1.1935)  -0.17
H (-1.5039, -4.4003, -4.9847)  0.16
H (-4.0271, 4.7123, -0.3724)  -0.04
H (-2.5965, 6.5649, 1.1909)  0.25
H (-1.2789, -3.4018, 7.0670)  0.29
H (1.2040, -1.8805, 4.7149)  -0.26
H (-8.1733, 5.2176, 1.6608)  0.23
H (3.7763, -2.1412, -4.3984)  0.22
H (4.4840, 4.0331, -5.9534)  0.14
H (3.8730, -1.9659, -0.2395)  -0.51
H (0.6229, -7.8203, 3.1006)  0.14
H (1.8437, 6.2543, -1.0058)  0.19
H (4.6201, -4.8734, 0.1164)  0.26
H (6.4951, -4.5278, 5.0327)  0.18
H (4.1724, -2.7872, 3.3206)  -0.19
H (6.5322, 2.0821, -2.4033)  0.18
H (3.2872, -0.1095, 3.0633)  -0.22
H (1.8379, 0.3276, -3.3996)  -0.08
H (-2.3254, -0.3625, -3.6399)  -0.22
H (4.9490, -4.3215, 3.5461)  0.17
H (-3.5618, 0.1164, 5.7331)  0.27
H (1.5201, -5.4707, -3.9014)  0.16
H (4.8906, -0.4494, 3.9386)  0.07
H (1.4072, -4.4678, 0.7477)  -0.63
H (1.7363, -3.3973, 3.6321)  0.28
H (5.3741, -1.0668, -0.4138)  0.08
H (2.6816, 6.7912, 4.3357)  0.29
H (-0.6603, -5.1105, -0.6617)  -0.14
H (0.9645, -3.0178, -0.1601)  -1.10
H (-4.2925, 1.9047, -1.9768)  -0.05
H (4.1414, -4.9712, -4.1239)  0.18
H (-4.9097, 0.4203, -1.2428)  -0.05
H (2.2390, -6.9707, 3.7753)  0.15
H (1.5403, 8.6246, 1.9392)  0.22
H (-4.2704, 5.7096, -1.8809)  0.26
H (3.1651, -3.7064, -3.4616)  0.01
H (-1.2713, 4.9882, -4.1040)  0.17
H (7.5108, -3.1442, 5.3911)  0.24
H (1.2721, -0.3726, -1.8387)  -0.91
H (-0.9226, 4.0658, 2.7496)  -0.11
H (-1.0611, -4.4261, -6.6992)  0.24
H (4.7905, 1.3885, -0.0728)  0.13

Forces on atoms 1 to 2 (eV/Å):
-0.1 0.6 -2.9
-2.9 0.1 -2.9

## Properties
- E_tot: -6307.85725 Ha
- Multiplicity: 1
- Relative energy (zero: lowest compared OMol25 entry of this formula, charge and spin): 19.642 eV